No. 1
Density functional theory data (the ωB97M-V functional and the def2-TZVPD basis) for one molecule with the formula C22H23N3O5S.

```
54
Properties=species:S:1:pos:R:3:forces:R:3:nbo_charge:R:1
C -5.55313 -1.11353 -1.23699 -0.046 -0.013 -0.066 -0.250
H -5.91274 -1.73160 -0.41695 -0.005 -0.087 -0.077 0.198
O -5.02710 0.05114 -0.64710 0.100 0.041 0.165 -0.538
C -4.56748 1.01593 -1.55885 0.198 0.157 -0.156 -0.071
C -3.11893 0.78197 -2.02223 -0.597 0.076 -0.116 -0.254
N -2.21004 0.88863 -0.89875 0.079 0.297 0.023 -0.444
C -1.78639 -0.19126 -0.19330 0.422 -0.375 0.677 0.352
N -1.07498 -0.14890 0.87123 -0.456 -0.149 -0.201 -0.530
C -0.66885 1.06015 1.35525 -0.081 0.745 -0.213 0.158
C 0.12530 1.10501 2.50456 -0.003 0.124 0.019 -0.207
C 0.56012 2.32180 2.97579 -0.026 -0.140 0.007 -0.172
C 0.21403 3.50642 2.32376 -0.047 0.168 -0.100 -0.233
C -0.57036 3.47408 1.19353 -0.035 -0.002 -0.053 -0.156
C -1.01928 2.24930 0.69372 0.247 -0.162 0.432 -0.149
C -1.85994 2.18948 -0.49260 0.059 -0.056 -0.080 0.653
O -2.25382 3.14479 -1.12994 -0.062 0.133 -0.027 -0.608
H -0.85380 4.37567 0.67173 -0.011 0.086 -0.022 0.232
H 0.56405 4.45165 2.71053 0.023 0.077 0.017 0.216
H 1.17690 2.36320 3.86128 0.056 -0.007 0.078 0.216
H 0.37897 0.17514 2.98716 0.041 -0.131 0.054 0.241
S -2.13972 -1.80200 -0.80711 -0.163 -0.402 -0.341 0.234
C -1.48850 -2.81122 0.57218 -0.253 0.393 0.022 -0.406
C -2.47193 -2.82331 1.72788 0.099 -0.087 0.066 -0.616
H -2.07582 -3.44578 2.52625 -0.014 -0.027 0.075 0.236
H -3.43595 -3.21151 1.40802 -0.035 -0.026 -0.033 0.211
H -2.59675 -1.81448 2.11366 -0.025 0.010 0.039 0.232
H -1.39945 -3.81125 0.13318 0.027 0.099 -0.027 0.248
C -0.09150 -2.35949 1.02875 -0.021 -0.467 -0.419 0.728
O 0.22427 -2.40572 2.19328 0.134 -0.054 0.334 -0.624
N 0.74621 -2.08301 -0.00893 0.100 -0.283 -0.402 -0.620
C 2.00418 -1.47405 0.04674 0.271 0.138 0.075 0.153
C 2.54169 -0.99793 -1.14315 0.152 0.040 0.089 -0.296
C 3.78342 -0.38136 -1.16175 0.014 0.050 0.134 0.297
C 4.50953 -0.25142 0.02523 -0.030 -0.076 -0.040 0.180
C 3.95544 -0.71115 1.21245 0.142 0.144 -0.401 -0.216
C 2.71577 -1.31638 1.23252 -0.066 -0.054 0.165 -0.253
H 2.29727 -1.67317 2.15705 -0.001 -0.032 0.034 0.254
H 4.52500 -0.58993 2.11951 0.085 0.001 0.129 0.226
O 5.76226 0.31296 0.05467 -0.213 0.026 0.256 -0.484
C 6.35158 0.41584 -1.22113 -0.059 0.068 -0.528 -0.096
C 5.34296 0.97422 -2.22414 0.478 0.187 0.281 -0.097
H 5.78461 1.07854 -3.21624 0.002 0.030 0.105 0.200
O 4.25280 0.08978 -2.36210 -0.277 -0.315 0.115 -0.498
H 4.98855 1.95286 -1.87216 0.031 -0.087 -0.070 0.180
H 7.21205 1.07781 -1.11397 -0.056 -0.061 -0.072 0.201
H 6.68698 -0.57407 -1.56116 0.001 0.100 0.043 0.178
H 2.00678 -1.09070 -2.07634 -0.092 0.001 -0.137 0.215
H 0.33796 -2.10400 -0.93546 -0.044 0.025 0.273 0.402
H -2.85293 1.56401 -2.73766 -0.013 -0.194 0.026 0.248
H -3.00314 -0.20088 -2.48196 0.004 0.132 -0.063 0.214
H -4.61037 1.97478 -1.03477 0.008 -0.069 -0.164 0.210
H -5.21954 1.06433 -2.44100 0.012 0.025 0.035 0.172
H -6.38942 -0.87122 -1.90362 0.005 -0.006 0.025 0.166
H -4.79682 -1.67015 -1.80057 -0.058 -0.009 0.017 0.167
```
Positions in Å, forces in eV/Å.

Summary:
- Orbital gap: 8.18 eV
- Energy above the lowest of the compared OMol25 structures with the same formula, charge and spin: 126.6 kJ/mol
- Largest force on an atom: 0.88 eV Å⁻¹
- E_HOMO: -7.80 eV
- Structure (SMILES): COCCn1c(S[C@H](C)C(=O)Nc2ccc3c(c2)OCCO3)nc2ccccc2c1=O

***

No. 2
Density functional theory data (the ωB97M-V functional and the def2-TZVPD basis) for C19H54BCoN2O9 as an isolated structure at a distorted geometry.

```
86
Properties=species:S:1:pos:R:3:forces:R:3:lowdin_charge:R:1
Co -13.01236 3.58203 5.28252 -0.952 1.655 -0.668 0.813
B -10.69676 5.45087 7.21046 0.238 -0.916 1.268 -0.135
H -9.97079 6.18606 7.52144 1.709 3.595 2.042 0.022
H -10.32192 4.67852 6.55684 0.178 -3.546 -3.447 -0.004
H -11.17411 4.87030 7.98461 -0.466 -2.470 3.741 -0.008
H -11.41126 6.02429 6.64044 -1.996 2.995 -3.918 0.023
C -6.49522 2.16069 9.37082 -1.909 0.704 -0.025 -0.232
C -7.16976 2.55680 10.70136 1.115 -1.366 0.280 -0.243
O -8.56913 2.38287 10.64067 -0.327 0.013 0.050 -0.066
O -6.41001 3.23607 8.47057 1.170 1.213 -0.618 -0.074
H -7.24070 1.53671 8.87785 0.257 -1.112 0.519 0.114
H -5.54129 1.64312 9.47208 0.010 0.406 -0.035 0.124
H -6.90235 3.49608 11.18546 0.183 0.402 -0.678 0.122
H -6.76999 1.81476 11.39249 -0.499 -0.232 0.344 0.114
H -8.94278 3.03222 10.04039 -0.017 0.175 0.055 0.072
H -7.28214 3.51351 8.18072 0.006 -0.185 0.110 0.070
C -5.40494 10.33212 10.31321 2.804 1.590 0.792 -0.195
C -4.25708 9.26280 10.28194 -1.224 0.897 -0.192 -0.219
O -2.94269 9.79848 10.53391 -1.065 -0.688 0.650 -0.063
O -4.98626 11.39723 9.40803 -1.626 -0.628 -1.071 -0.100
H -5.48434 10.84713 11.27059 0.459 -0.404 0.598 0.106
H -6.43500 9.98802 10.22020 0.253 -0.174 -1.295 0.112
H -4.28945 8.79103 9.29985 0.101 -0.039 -0.119 0.110
H -4.55257 8.51415 11.01700 0.768 -0.074 0.237 0.112
H -2.76152 10.56790 9.98915 -0.241 -0.183 -0.302 0.067
H -4.19529 11.87863 9.66144 -0.233 -0.299 0.705 0.069
C -15.23142 4.05091 7.75298 0.450 -0.120 -0.431 -0.046
O -15.02990 4.55955 6.39889 1.896 -0.686 2.362 -0.269
C -16.00437 5.50398 6.04022 -0.636 -0.595 -2.671 -0.196
C -15.48573 6.13609 4.70114 -1.233 0.204 0.987 -0.175
N -15.14888 5.02837 3.78419 1.510 1.280 -0.902 -0.053
C -14.51603 5.50124 2.48878 -0.452 -1.244 0.600 -0.179
C -13.02131 5.73785 2.54309 -1.142 -0.522 1.027 -0.157
O -12.42388 4.58635 3.28294 -0.009 0.802 -1.207 -0.263
C -11.02855 4.49308 2.92506 0.202 1.229 1.552 -0.069
H -14.54445 3.22091 7.91812 -0.050 -0.177 -0.330 0.083
H -16.25125 3.68741 7.87910 -0.039 0.115 -0.034 0.100
H -14.96086 4.76291 8.53269 -0.288 0.440 -0.244 0.099
H -16.36723 6.19481 6.80127 0.676 0.119 0.153 0.138
H -16.82138 4.82952 5.78388 -0.854 0.491 -0.107 0.123
H -14.76888 6.91218 4.96927 1.109 -0.722 -0.341 0.123
H -16.22737 6.76451 4.20805 -0.674 -0.053 0.303 0.119
H -16.04397 4.65649 3.50028 -0.114 -0.354 0.089 0.113
H -15.02500 6.32726 1.99202 -0.032 0.482 0.382 0.126
H -14.63419 4.68982 1.77064 -0.181 -0.304 0.191 0.122
H -12.77113 6.70164 2.98650 0.345 -0.239 0.515 0.129
H -12.76709 5.81858 1.48623 0.852 -0.571 0.085 0.131
H -10.84456 4.36028 1.85894 -0.120 -0.458 0.234 0.106
H -10.53940 3.83442 3.64268 -0.148 -0.854 -0.662 0.087
H -10.58859 5.42934 3.26851 0.222 0.427 -0.559 0.094
C -15.34452 15.30714 3.13909 0.402 -0.686 1.111 -0.113
O -14.09580 15.03378 2.53247 -0.827 -1.239 -1.155 -0.183
C -14.02571 13.66212 2.07196 1.674 0.904 -0.812 -0.222
C -12.54787 13.42027 1.90003 -0.244 -0.145 1.132 -0.227
N -11.98106 13.26173 3.24089 1.406 -0.829 -0.789 -0.035
C -10.58707 12.81861 3.13502 0.597 -0.123 0.668 -0.226
C -9.68421 13.96818 2.75404 0.203 -0.077 -0.870 -0.243
O -10.08926 15.21317 3.29786 1.032 -0.731 0.835 -0.181
C -8.96862 16.02588 3.56356 -0.211 1.563 0.389 -0.110
H -15.18002 15.01186 4.17536 -0.382 0.561 0.558 0.084
H -16.14465 14.62782 2.84513 -0.131 0.264 -0.725 0.079
H -15.61901 16.35810 3.04828 0.084 -0.170 -0.085 0.089
H -14.33860 13.50082 1.04036 -1.344 0.469 0.003 0.116
H -14.42669 12.91755 2.75965 -0.290 0.271 0.141 0.121
H -12.13419 14.28750 1.38536 0.099 -0.011 -0.335 0.124
H -12.36967 12.51176 1.32472 -0.005 -0.038 -0.067 0.120
H -11.74043 14.19397 3.54605 -1.136 0.538 0.607 0.082
H -10.26409 12.04483 2.43857 -1.033 -0.313 -0.564 0.113
H -10.27053 12.35937 4.07151 -0.063 0.425 0.483 0.107
H -9.69971 14.11936 1.67469 0.105 -0.258 -0.316 0.122
H -8.68255 13.63123 3.02094 0.347 0.588 0.188 0.118
H -8.09778 15.55131 4.01580 -0.169 -0.560 -0.107 0.088
H -9.27371 16.80389 4.26336 -0.226 -0.100 0.156 0.088
H -8.64580 16.59857 2.69414 0.112 -0.317 -0.442 0.089
C -11.57958 11.13844 11.83609 -0.137 -0.430 1.020 -0.055
C -12.53306 11.06910 10.64178 -1.396 2.326 0.689 -0.492
C -11.97582 12.00807 9.54787 -1.084 -0.205 -0.461 -0.062
O -13.14897 9.85673 10.30062 1.419 -1.948 -1.215 -0.045
H -10.76177 11.83750 11.66119 0.241 -0.432 -0.159 0.070
H -11.25120 10.17663 12.23003 0.484 -0.276 -0.717 0.075
H -12.02738 11.50383 12.76024 -0.630 0.393 -0.220 0.073
H -13.52826 11.42996 10.90154 0.523 1.849 0.751 0.130
H -12.09511 13.03563 9.89133 0.455 -0.023 0.482 0.082
H -12.62552 12.05563 8.67396 0.010 -0.557 -0.277 0.071
H -10.94540 11.84816 9.23045 0.008 -0.187 0.166 0.076
H -12.59521 9.41753 9.65096 0.117 -0.516 -0.076 0.078
```
Positions in Å, forces in eV/Å.

Summary:
- Orbital gap (alpha / beta): 5.66 / 2.49 eV
- Multiplicity: 4
- Net charge: +1
- Largest force on an atom: 5.32 eV Å⁻¹
- E_HOMO (alpha / beta): -10.41 / -10.41 eV

***

No. 3
Density functional theory data (the ωB97M-V functional and the def2-TZVPD basis) for C18H34BBr2Cl4I2N2O4P2S as an isolated structure at a distorted geometry.

```
70
Properties=species:S:1:pos:R:3:forces:R:3:nbo_charge:R:1
C 1.45101 3.38959 4.34362 -0.234 -0.558 -0.668 -0.640
C 2.50839 2.93320 3.34133 -0.530 0.097 1.215 -0.063
O 2.28773 1.55143 3.05372 -0.271 0.203 -0.607 -0.548
C 2.40754 1.15645 1.71028 0.000 -0.521 0.131 -0.050
C 1.19987 0.24794 1.33508 0.540 0.574 -0.014 -0.496
C 0.72100 0.34418 -0.13384 0.136 0.358 0.892 -0.054
C -0.81850 0.43629 -0.43016 0.581 -1.074 0.326 -0.190
C -1.61205 1.45795 0.37161 -0.619 1.261 -0.118 -0.333
I -0.41356 3.25344 0.76234 1.122 -0.479 -0.079 0.110
C -2.86907 2.01703 -0.37086 1.140 1.177 0.776 -0.307
C -2.60712 2.65698 -1.71149 -0.571 -0.163 -0.501 -0.673
I -3.64507 3.61430 0.90743 -1.254 -0.431 -0.116 0.110
C -1.34591 -1.05486 -0.52336 -0.985 0.719 -1.230 -0.507
C -1.08531 -1.91633 0.68788 -0.099 0.546 1.404 -0.139
Br -1.63293 -1.19246 2.40071 0.029 0.130 -0.462 0.128
C -0.57581 -3.13872 0.76275 0.540 -0.806 -0.394 -0.091
C -0.16129 -3.98672 -0.41238 -0.205 -0.313 0.512 -0.674
Br -0.30969 -4.06248 2.39643 -0.009 0.087 -0.097 0.137
P -3.17972 -1.20543 -0.82174 -0.881 -0.420 1.470 2.266
N -4.08853 -1.04029 0.41710 0.166 0.447 -0.563 -1.344
O -3.29003 -2.71918 -1.34609 0.323 -0.295 0.111 -1.006
O -3.51173 -0.32806 -2.10723 0.138 -0.161 -0.498 -0.994
C -0.80910 -1.48351 -1.92278 0.391 0.564 0.137 -0.377
C 0.69614 -1.23387 -2.14510 -0.511 -0.100 -0.590 -0.471
B 0.98554 -0.29600 -3.39111 0.011 0.367 -0.381 1.083
O 1.35471 1.01025 -3.15807 1.106 -0.497 0.394 -0.914
C 0.81966 -0.78039 -4.86432 -0.705 -0.718 0.317 -0.826
C 0.63470 -2.28971 -5.04598 0.835 0.155 0.296 -0.596
N 1.36996 -0.81248 -0.88301 -0.280 0.104 0.307 -0.671
P 3.14886 -0.58691 -1.11338 1.355 -1.682 -0.776 0.970
S 3.90127 -1.96629 -2.23444 -0.399 0.513 0.000 -0.451
H 1.28062 4.45684 4.30519 0.141 0.290 0.152 0.217
H 0.53382 2.89166 4.06020 -0.488 0.058 -0.130 0.213
H 1.67207 3.03767 5.33742 0.048 0.569 -0.153 0.212
H 3.46811 3.03001 3.83808 0.518 0.129 -0.382 0.180
H 2.42653 3.56451 2.46641 0.281 -0.082 -0.494 0.171
H 3.34507 0.60022 1.63325 0.137 -0.036 -0.167 0.159
H 2.45599 1.98841 1.01172 -0.005 0.402 0.054 0.175
H 1.45867 -0.76665 1.63394 -0.294 -0.309 -0.028 0.215
H 0.41763 0.57941 1.99067 -0.414 0.023 0.244 0.279
H 1.15848 1.24019 -0.54770 0.061 0.260 -0.321 0.258
H -0.86297 0.81713 -1.44225 0.009 -0.001 -0.325 0.223
H -1.95672 1.17035 1.35085 0.328 -0.349 0.200 0.261
H -3.68937 1.32968 -0.36928 -0.078 -0.352 -0.052 0.232
H -2.04330 2.03722 -2.40521 0.107 -0.213 0.000 0.203
H -3.56638 2.82958 -2.18103 -0.258 0.076 -0.218 0.238
H -2.12747 3.62144 -1.65194 0.296 0.166 0.198 0.238
H -1.02054 -4.14824 -1.04029 -0.187 0.035 -0.532 0.242
H 0.67518 -3.57906 -0.95886 0.196 0.119 -0.342 0.205
H 0.13821 -4.96525 -0.06607 0.169 -0.129 0.079 0.260
H -4.79466 -0.32700 0.26951 -0.181 -0.145 0.474 0.393
H -3.69839 -3.21291 -0.61188 -0.090 0.004 -0.322 0.532
H -4.38741 -0.58756 -2.44472 0.222 0.194 -0.090 0.531
H -1.10479 -2.46536 -2.23471 0.099 -0.496 0.159 0.259
H -1.30508 -0.82228 -2.62234 -0.397 0.109 -0.080 0.237
H 1.10542 -2.18680 -2.44301 0.524 -0.267 0.178 0.285
H 2.05516 1.21044 -3.80245 -0.651 0.636 -0.127 0.514
H 1.60258 -0.40603 -5.51327 0.318 0.144 -0.098 0.249
H -0.09092 -0.29507 -5.22345 -0.131 0.313 -0.077 0.256
H -0.25306 -2.67666 -4.56116 -0.332 0.009 -0.040 0.199
H 0.64799 -2.57201 -6.08465 -0.272 -0.117 -0.386 0.232
H 1.48440 -2.79543 -4.59485 0.168 -0.261 0.068 0.204
H 1.31739 -1.61959 -0.24714 -0.055 0.041 0.051 0.468
H 3.62133 -0.76872 0.18964 -0.388 0.583 0.124 0.019
H 3.34468 0.72575 -1.55684 -0.457 0.155 0.494 0.030
C 1.03205 1.01872 6.92970 -0.098 -0.090 0.074 -0.226
Cl -0.12163 2.33282 7.17650 -0.061 -0.044 0.084 0.063
Cl 2.66094 1.68303 6.76052 0.381 -0.469 0.542 0.063
Cl 0.98150 -0.07369 8.31336 0.026 0.023 -0.027 0.076
Cl 0.60790 0.12787 5.46123 -0.056 -0.059 0.022 0.047
```
Positions in Å, forces in eV/Å.

Summary:
- Orbital gap: 8.14 eV
- Net charge: +1
- Largest force on an atom: 2.30 eV Å⁻¹
- E_HOMO: -10.79 eV